This record from OMol25 describes 7 unconnected molecules or ions with the total composition H14O7 at a distorted geometry. The level of theory is the ωB97M-V functional and the def2-TZVPD basis.

Calculated values
SMILES: O.O.O.O.O.O.O
Orbital gap, Ha: 0.391

Structure (ORCA input):
```
! wB97M-V def2-TZVPD RIJCOSX def2/J DEFGRID3
* xyz 0 1
O -0.6847 0.4270 3.0925
H -0.3087 0.4659 2.1703
H -0.1272 0.9838 3.6991
O 2.7286 -2.5683 0.3267
H 2.6366 -2.8643 -0.5813
H 3.5499 -2.0013 0.3218
O -1.8502 -1.8044 -1.4153
H -2.3910 -2.2920 -0.7096
H -2.1681 -2.0550 -2.2295
O 0.6037 0.4104 -2.4398
H 0.7243 1.3394 -2.4383
H 0.3335 0.0502 -1.6857
O -1.6034 1.9466 -0.2450
H -1.9605 1.3826 -0.8654
H -2.1795 2.0637 0.3794
O 1.0055 2.1758 1.1216
H 0.1902 2.1010 0.5665
H 0.8993 3.0048 1.5581
O 0.2407 -0.5998 -0.0392
H -0.6435 -1.0682 -0.4585
H 1.0044 -1.0978 -0.1284
*
```

---

This record from OMol25 describes 7 unconnected molecules or ions with the total composition H14O7. The level of theory is the ωB97M-V functional and the def2-TZVPD basis.

Calculated values
SMILES: O.O.O.O.O.O.O
Orbital gap, Ha: 0.415

Structure (ORCA input):
```
! wB97M-V def2-TZVPD RIJCOSX def2/J DEFGRID3
* xyz 0 1
H -0.8785 -1.0977 -1.1235
H 0.2297 -0.1907 -0.6143
H 2.1259 0.6218 -2.2301
H 2.2553 1.8683 -1.3701
H 0.6980 4.3958 -0.4940
H -0.2220 3.2020 -0.6903
H 4.4170 -1.0013 1.7618
H 3.5462 -1.6126 0.6764
H -3.7855 1.0656 2.5806
H -3.0244 -0.2239 2.8417
H 0.1083 -1.2210 2.1050
H -0.4885 -0.9818 0.7279
H -1.9868 -2.9196 -2.0972
H -2.8128 -1.6439 -2.1131
O -0.6949 -0.1817 -0.8864
O 2.5613 0.9568 -1.4381
O -0.2330 4.1584 -0.5710
O 4.2809 -1.8165 1.2659
O -2.9040 0.7304 2.7797
O -0.4790 -1.6179 1.4519
O -2.7133 -2.4905 -2.5629
*
```

---

This record from OMol25 describes 7 unconnected molecules or ions with the total composition H14O7 at a distorted geometry. The level of theory is the ωB97M-V functional and the def2-TZVPD basis.

Calculated values
SMILES: O.O.O.O.O.O.O
Orbital gap, Ha: 0.373

Structure (ORCA input):
```
! wB97M-V def2-TZVPD RIJCOSX def2/J DEFGRID3
* xyz 0 1
O -1.0013 0.5333 -0.2404
H -1.1103 1.2943 -0.7274
H -0.2043 0.2633 -0.1644
O 1.8667 0.2083 0.2496
H 2.5827 0.6623 -0.1874
H 1.8127 -0.6507 -0.2694
O -1.6753 -1.1407 -2.3724
H -1.4933 -0.4487 -1.6084
H -1.5823 -1.8417 -1.7454
O -2.4033 -0.0627 2.0186
H -1.6973 -0.0367 1.2546
H -2.1193 -0.8027 2.5476
O 1.0707 0.5973 2.9146
H 0.4007 1.0833 2.9096
H 1.3997 0.7323 1.9286
O 1.1537 -2.2737 -0.4884
H 1.0917 -2.7827 -1.2194
H 1.6467 -2.9067 0.1386
O -0.2093 2.5553 -1.5174
H -0.1143 2.0583 -2.4084
H 0.5847 2.9593 -1.0134
*
```

---

This record from OMol25 describes 7 unconnected molecules or ions with the total composition H15O7 at a distorted geometry. The level of theory is the ωB97M-V functional and the def2-TZVPD basis.

Calculated values
Orbital gap, Ha: 0.391

Structure (ORCA input):
```
! wB97M-V def2-TZVPD RIJCOSX def2/J DEFGRID3
* xyz 1 1
O -0.9505 -27.9893 -3.8484
H -1.7268 -28.6398 -3.8849
H -0.1853 -28.4978 -4.2555
H -1.2024 -27.2145 -4.4132
O -2.3044 -29.2837 -6.7219
H -3.1899 -29.5201 -6.4179
H -2.4466 -28.5515 -7.3318
O -1.8380 -29.9481 -0.4433
H -1.9624 -29.1162 -0.9104
H -1.1485 -30.4082 -0.9335
O -2.8877 -25.8280 -4.4187
H -3.5147 -25.8005 -5.1514
H -3.4057 -25.5755 -3.6432
O 1.3204 -28.3408 -5.2267
H 1.0505 -27.5257 -5.6898
H 1.7542 -28.8857 -5.8942
O -2.8213 -29.7852 -3.3451
H -2.3856 -30.6059 -3.6204
H -3.7366 -30.0420 -3.1726
O -0.2409 -26.3844 -6.3779
H -0.2205 -25.4232 -6.4890
H -0.9149 -26.6896 -6.9955
*
```

---

This record from OMol25 describes 9 unconnected molecules or ions with the total composition H16NO11 at a distorted geometry. The level of theory is the ωB97M-V functional and the def2-TZVPD basis.

Calculated values
Orbital gap, Ha: 0.248

Structure (ORCA input):
```
! wB97M-V def2-TZVPD RIJCOSX def2/J DEFGRID3
* xyz -1 1
N 0.7567 0.2822 1.0184
O 0.0949 0.7378 0.1136
O 1.9767 0.1914 0.9206
O 0.2138 0.1509 2.0735
O 1.0467 -1.1395 -4.5681
H 0.1713 -1.3708 -4.8786
H 0.9027 -0.7726 -3.6958
O 2.5110 4.6163 -2.7561
H 1.7315 5.1635 -2.6599
H 2.4033 3.9278 -2.0999
O -2.1955 -4.1549 4.7834
H -1.7120 -4.9073 5.1244
H -1.5271 -3.4846 4.6412
O -4.3915 4.1838 -2.6814
H -5.2987 4.1643 -2.3765
H -3.9375 3.5513 -2.1245
O -4.9199 0.8047 3.0340
H -3.9967 0.8152 2.7812
H -5.0209 1.5660 3.6054
O 7.6156 0.3860 -0.2678
H 6.6890 0.2777 -0.0533
H 8.0015 0.7675 0.5207
O 3.5896 -3.5683 5.4037
H 3.4371 -3.2327 4.5203
H 2.8366 -4.1326 5.5793
O -3.3972 -1.4084 -5.5293
H -3.7958 -2.2532 -5.7386
H -3.7851 -1.1614 -4.6898
*
```

---

This record from OMol25 describes a molecular structure, H16Na5O12S at a distorted geometry. The level of theory is the ωB97M-V functional and the def2-TZVPD basis.

Calculated values
Orbital gap, Ha: 0.212

Structure (ORCA input):
```
! wB97M-V def2-TZVPD RIJCOSX def2/J DEFGRID3
* xyz 3 1
Na 2.7409 2.1702 -2.9187
Na 4.0638 1.4346 0.2593
Na -0.3437 2.8767 -2.3932
Na 1.8808 -1.0185 -2.6667
Na 2.9245 -1.7939 0.5934
S 0.9950 0.5637 -0.1388
O -0.2019 1.1720 0.3473
O 2.0982 0.5491 0.8591
O 0.7973 -0.8464 -0.4977
O 1.3803 1.3125 -1.4374
O 2.0332 -3.6707 -1.0101
H 1.0950 -3.4249 -1.0313
H 2.0083 -4.5599 -0.6250
O -1.3229 -0.8122 -2.6003
H -1.1927 -0.0034 -3.1069
H -0.8854 -0.6924 -1.7438
O 1.1982 -2.0481 2.1579
H 0.4833 -1.3842 2.1027
H 0.8162 -2.7574 2.6882
O -0.8950 -2.9895 -0.0240
H -0.2372 -2.3302 -0.2539
H -1.3852 -2.5940 0.7092
O 0.6174 4.0464 1.3456
H 0.0182 3.4765 1.8450
H 1.2115 3.4459 0.8900
O -3.3409 0.5293 -0.3147
H -2.9826 1.2077 0.2701
H -2.8917 0.6343 -1.1597
O -1.2595 -0.7657 2.1854
H -2.1480 -0.7903 2.5655
H -1.2248 0.0365 1.6427
O -2.1986 3.0796 0.8264
H -2.3361 3.5313 -0.0151
H -1.5161 2.4153 0.6492
*
```

---

This record from OMol25 describes a molecular structure, H16NaO8. The level of theory is the ωB97M-V functional and the def2-TZVPD basis.

Calculated values
Orbital gap, Ha: 0.405

Structure (ORCA input):
```
! wB97M-V def2-TZVPD RIJCOSX def2/J DEFGRID3
* xyz 1 1
Na -0.2527 0.1840 -0.3707
O -2.7649 -0.2832 -0.8478
H -3.5976 -0.2131 -0.3809
H -2.7551 -1.1779 -1.1879
O 2.7245 -1.4167 0.9866
H 3.1400 -1.5298 0.1317
H 1.7856 -1.4258 0.8002
O -0.0005 -2.1962 0.9329
H -0.1329 -3.1060 0.6665
H -0.4859 -2.1134 1.7536
O -0.5290 2.7835 -0.6784
H 0.1431 3.1595 -1.2469
H -0.2766 3.0553 0.2040
O 0.3737 -1.4610 -2.2823
H 1.1191 -2.0597 -2.2359
H 0.3555 -1.1704 -3.1941
O -2.0193 0.5507 1.7204
H -2.9477 0.6818 1.9130
H -1.7906 -0.2573 2.1800
O 1.9418 1.0614 -1.4029
H 2.3244 1.6830 -2.0222
H 2.5323 0.3083 -1.4232
O 0.4388 1.6796 1.6115
H 1.0785 1.6968 2.3234
H -0.4047 1.5666 2.0496
*
```

---

This record from OMol25 describes 8 unconnected molecules or ions with the total composition H16O7S at a distorted geometry. The level of theory is the ωB97M-V functional and the def2-TZVPD basis.

Calculated values
SMILES: O.O.O.O.O.O.O.S
Orbital gap, Ha: 0.344

Structure (ORCA input):
```
! wB97M-V def2-TZVPD RIJCOSX def2/J DEFGRID3
* xyz 0 1
S 0.1294 2.7131 3.1638
H -0.6303 1.5619 2.6026
H 1.0582 1.7940 3.3549
H -1.9908 0.2090 0.4015
H -2.4909 1.6062 0.8039
O -1.6910 1.0932 0.6943
H -2.9965 -1.6495 -1.1960
H -1.8051 -0.6614 -1.4006
O -2.3177 -1.2231 -0.7138
H 2.8141 -0.3746 1.2158
H 1.4772 -0.6538 0.7552
O 2.1506 0.0416 0.7610
H 0.9862 -2.4437 -1.5696
H 2.3586 -1.9182 -2.0645
O 1.4147 -1.7894 -2.1350
H 0.2583 1.1281 -1.8065
H 0.2767 -0.0102 -2.7006
O -0.3590 0.4302 -2.2337
H 0.2617 -2.6469 1.2112
H -0.7675 -1.7428 0.4995
O 0.1987 -2.0193 0.4715
H -0.1628 2.4758 0.0945
H 1.1553 1.7466 0.1822
O 0.6719 2.3333 -0.3916
*
```

---

This record from OMol25 describes 8 unconnected molecules or ions with the total composition H16O8 at a distorted geometry. The level of theory is the ωB97M-V functional and the def2-TZVPD basis.

Calculated values
Orbital gap (alpha / beta), Ha: 0.117 / 0.382

Structure (ORCA input):
```
! wB97M-V def2-TZVPD RIJCOSX def2/J DEFGRID3
* xyz -1 2
O -26.3459 -13.0643 -3.4664
H -27.1897 -12.6134 -3.4965
H -26.2474 -13.3284 -2.5517
O -23.5901 -17.2400 -6.6231
H -23.7285 -16.5034 -6.0277
H -24.2943 -17.8536 -6.4134
O -22.4033 -14.1703 -6.9602
H -22.2297 -14.4508 -6.0616
H -21.9325 -13.3415 -7.0481
O -25.9203 -18.3396 -5.9385
H -26.6719 -18.5242 -6.5017
H -26.2813 -17.8226 -5.2184
O -27.1548 -16.8858 -3.8498
H -27.6348 -17.3446 -3.1603
H -27.7648 -16.2181 -4.1634
O -23.9721 -11.8768 -2.4110
H -24.8110 -12.0779 -2.8258
H -23.7329 -11.0173 -2.7577
O -24.3207 -15.0892 -4.3121
H -24.5391 -14.1740 -4.1365
H -24.9679 -15.5900 -3.8155
O -21.7124 -14.1862 -4.2281
H -21.2873 -14.5773 -3.4650
H -22.6137 -14.5066 -4.1913
*
```

---

This record from OMol25 describes 8 unconnected molecules or ions with the total composition H16O8 at a distorted geometry. The level of theory is the ωB97M-V functional and the def2-TZVPD basis.

Calculated values
SMILES: O.O.O.O.O.O.O.O
Orbital gap, Ha: 0.387

Structure (ORCA input):
```
! wB97M-V def2-TZVPD RIJCOSX def2/J DEFGRID3
* xyz 0 1
H 0.1390 0.8405 -0.0110
H 0.2880 0.5182 -1.4946
H -2.3663 -2.3006 -0.3243
H -2.2442 -3.1951 -1.5578
H -0.7785 -0.6129 -3.8654
H -0.7939 0.9503 -3.8463
H 3.4480 -0.3851 2.5366
H 4.1909 0.6083 1.5655
H 1.7355 1.0718 3.3487
H 0.1725 1.1290 3.7198
H 0.9295 -1.8920 1.4786
H 0.8772 -0.6512 0.5869
H -0.5979 2.7845 -2.3453
H -1.3539 2.7187 -3.5493
H -1.2674 0.0977 1.7989
H -2.3962 -0.8265 1.5315
O -0.2249 0.3095 -0.7040
O -1.8351 -2.9674 -0.7743
O -1.0527 0.1120 -3.2727
O 4.3220 -0.1391 2.1037
O 0.8835 0.7444 3.1844
O 0.9230 -0.9254 1.5605
O -1.2078 2.1845 -2.7179
O -1.7903 -0.1739 1.0478
*
```